1.
{
  "formula": "C14H36As2F15N3O6S",
  "method": "ωB97M-V/def2-TZVPD",
  "largest_force_ha_per_bohr": 0.0808,
  "e_homo_ev": -9.97,
  "multiplicity": 1,
  "elements": ["C", "N", "C", "C", "C", "C", "O", "H", "H", "H", "H", "H", "H", "H", "H", "H", "H", "H", "H", "H", "H", "C", "N", "C", "C", "C", "C", "O", "H", "H", "H", "H", "H", "H", "H", "H", "H", "H", "H", "H", "H", "H", "C", "C", "O", "N", "H", "H", "C", "H", "H", "H", "H", "H", "H", "C", "F", "F", "F", "S", "O", "O", "O", "As", "F", "F", "F", "F", "F", "F", "As", "F", "F", "F", "F", "F", "F"],
  "positions_angstrom": [[0.309, -2.276, 0.189], [-0.593, -3.428, 0.264], [-1.060, -3.428, 1.633], [-1.726, -3.203, -0.626], [-0.023, -4.837, 0.147], [0.707, -5.099, -1.161], [1.863, -4.339, -1.208], [1.142, -2.366, 0.959], [-0.237, -1.355, 0.391], [0.780, -2.152, -0.802], [-0.269, -3.641, 2.364], [-1.790, -4.199, 1.779], [-1.517, -2.503, 1.862], [-2.021, -2.162, -0.455], [-2.504, -3.910, -0.445], [-1.285, -3.169, -1.589], [-0.800, -5.524, 0.327], [0.707, -4.945, 0.960], [0.017, -4.917, -2.025], [0.778, -6.239, -1.051], [2.008, -3.983, -2.086], [2.981, 2.972, 4.748], [2.742, 2.486, 3.295], [3.212, 3.486, 2.407], [3.487, 1.260, 3.066], [1.263, 2.305, 3.098], [0.475, 1.400, 4.001], [0.697, -0.032, 3.717], [2.444, 3.918, 5.014], [4.003, 3.211, 4.889], [2.683, 2.120, 5.415], [2.973, 3.102, 1.403], [4.305, 3.515, 2.442], [2.710, 4.442, 2.494], [3.317, 0.909, 2.045], [3.146, 0.538, 3.787], [4.531, 1.414, 3.228], [1.250, 2.007, 2.055], [0.744, 3.249, 3.216], [-0.586, 1.716, 3.867], [0.838, 1.379, 5.049], [-0.083, -0.315, 3.184], [-3.492, 0.054, -3.348], [-2.660, 1.300, -3.352], [-2.993, 2.391, -3.658], [-1.148, 1.164, -3.143], [-0.916, 1.690, -2.224], [-0.879, 0.168, -3.010], [-0.268, 1.757, -4.228], [-3.142, -0.674, -2.574], [-3.398, -0.334, -4.367], [-4.454, 0.361, -3.047], [-0.790, 2.592, -4.695], [-0.258, 1.053, -5.023], [0.705, 1.932, -3.866], [-3.832, 1.606, 1.468], [-3.263, 2.870, 1.525], [-4.137, 1.278, 2.744], [-4.946, 1.692, 0.770], [-2.659, 0.402, 0.758], [-2.443, 0.792, -0.628], [-1.449, 0.418, 1.576], [-3.433, -0.814, 0.953], [0.660, -2.450, -4.564], [1.777, -3.339, -5.624], [2.019, -2.137, -3.521], [-0.276, -1.500, -3.380], [-0.723, -2.790, -5.530], [0.234, -3.930, -3.607], [0.997, -0.996, -5.464], [0.468, 4.034, -0.405], [1.786, 2.828, -0.424], [1.137, 4.647, 1.131], [-0.704, 5.274, -0.425], [-0.125, 3.207, -1.839], [-0.563, 2.907, 0.520], [1.551, 5.138, -1.347]],
  "atomic_forces_ev_per_a": [[2.7477, 0.8380, -0.2655], [0.2534, -1.1297, 1.5528], [-0.4223, -0.4181, 1.9788], [0.4657, 1.6399, -0.2109], [2.2926, 1.6228, -0.9619], [-2.2708, -1.5380, 0.2353], [0.4442, -0.3885, 0.4220], [-1.1023, -0.1061, -1.0070], [-0.2871, -0.1802, 0.2350], [-0.3470, -0.4179, 0.4391], [0.0740, 0.2659, -0.5155], [-0.5331, -0.4216, -0.1164], [-0.5281, 1.1221, 0.2142], [-0.6101, -0.4448, 0.2398], [-0.4562, -0.4100, -0.1310], [-0.1224, -0.5740, -1.3557], [-1.1650, -0.6435, -0.0147], [-0.1466, 0.1845, -0.1412], [0.8042, -0.2653, 0.8594], [0.9012, 1.1756, -0.7180], [-0.0784, 0.0469, -0.4925], [-1.3336, -0.8512, 0.2157], [-0.7471, 0.9846, 3.9649], [0.9849, 0.6034, -2.7813], [-0.3227, -1.1468, -0.0481], [-0.3062, -0.0906, -0.5787], [0.7646, -2.2776, 0.3849], [-1.3586, 0.8384, -0.7232], [-0.0649, -1.0646, -0.7207], [1.1821, -0.1360, -0.1367], [0.3387, 1.0766, -0.5121], [0.0863, 0.4808, 0.1380], [-0.1820, 0.3777, 0.3438], [0.1810, -0.0342, 0.3681], [-0.0852, 0.0710, 0.2137], [-0.2095, -0.5186, 0.0115], [0.6794, 0.3780, 0.0169], [-0.8584, -0.1214, -0.1678], [0.5821, 0.6201, -0.3819], [0.7368, -0.5331, 0.3692], [-0.7231, 0.9827, -0.4048], [0.7011, 0.3085, 0.1981], [1.9236, -0.4040, 0.9641], [1.0079, 0.2380, -0.5147], [-0.6375, 0.2525, 0.0826], [0.8768, -0.0708, 1.5565], [-0.5681, -0.7913, -1.3748], [-0.1697, 0.6125, -0.0841], [-2.3457, -0.3432, -0.5930], [-0.0589, 0.5283, -0.8918], [-0.3777, -0.2340, 0.1942], [-1.3311, 0.1954, -0.1720], [0.3229, 0.4798, 0.7765], [0.3883, -1.0106, -0.5130], [0.8704, 0.4333, 0.5155], [0.9602, 2.0503, 1.0666], [-0.6703, -1.4135, -0.1692], [0.1394, -0.0119, -0.6907], [-0.1395, -0.1121, -0.1697], [0.4109, -1.0736, 0.1335], [-0.1652, -0.0005, 0.3994], [-0.3049, 0.2628, -0.0041], [0.1229, -0.0625, -0.4243], [1.3037, -0.9112, -0.7312], [-1.3181, 0.4028, 0.9264], [-0.1375, -0.3080, 0.2471], [-0.3336, -0.2771, -0.2545], [0.1471, 0.2690, 0.2058], [0.5878, 1.3447, -0.9298], [-0.3660, -0.3171, 0.3851], [1.4055, -0.0759, 0.2623], [-0.5222, 0.4161, 0.2974], [-0.6023, -0.1182, -0.8896], [-0.2571, -0.3701, -0.0381], [0.0353, 0.8015, 0.0393], [0.9826, 1.1281, -0.5405], [-1.1393, -1.4152, 0.9170]]
}

---

2.
{
  "formula": "C4H4O2",
  "method": "ωB97M-V/def2-TZVPD",
  "smiles": "O=CC#CCO",
  "largest_force_ha_per_bohr": 0.0134,
  "e_above_lowest_kj_mol": 224.03,
  "e_homo_ev": -10.44,
  "multiplicity": 1,
  "elements": ["O", "C", "C", "C", "C", "O", "H", "H", "H", "H"],
  "positions_angstrom": [[1.370, 0.677, 2.110], [1.130, -0.106, 0.971], [-0.149, 0.104, 0.287], [-1.045, 0.096, -0.521], [-1.739, -0.288, -1.735], [-1.097, -0.791, -2.630], [1.297, 1.602, 1.847], [1.161, -1.155, 1.282], [1.901, 0.020, 0.193], [-2.828, -0.158, -1.804]],
  "atomic_forces_ev_per_a": [[-0.0214, 0.3072, 0.0378], [0.0101, -0.2365, -0.1743], [-0.3463, -0.0759, -0.4274], [0.5948, -0.2067, 0.2810], [0.1062, -0.1716, -0.3031], [-0.4665, 0.1917, 0.1342], [0.0482, -0.0587, 0.1542], [0.0330, 0.1319, 0.0364], [-0.0054, 0.0350, 0.2399], [0.0474, 0.0837, 0.0213]]
}

---

Record order is preserved below.
Calculated total energy: -205137.1148; -8304.7553 eV
Record order is preserved below.
Orbital gap: 9.8074; 10.4728 eV